Here is C2H8N2 in the gas phase in a non-equilibrium geometry from the OMol25 dataset. Energies are from ωB97M-V with the def2-TZVPD basis set.

Computed properties:
SMILES ... NCCN
HOMO energy ... -9.40 eV
LUMO ... 1.129 eV
2S+1 ... 1
Total charge ... 0

Bonds (Å) are listed after each position.
Cartesian coordinates (Å):
1 N 0.898 -0.759 -1.394  C2 1.465, H5 1.060, H6 1.032
2 C 0.821 0.233 -0.319  N1 1.465, C3 1.622, H7 1.060, H8 1.168
3 C -0.720 0.470 0.129  C2 1.622, N4 1.457, H9 1.175, H10 1.112
4 N -0.789 0.180 1.556  C3 1.457, H11 0.983, H12 1.043
5 H 0.297 -0.434 -2.204  N1 1.060
6 H 0.279 -1.501 -1.031  N1 1.032
7 H 1.333 1.152 -0.448  C2 1.060
8 H 1.220 -0.214 0.684  C2 1.168
9 H -0.965 1.592 -0.119  C3 1.175
10 H -1.284 -0.206 -0.549  C3 1.112
11 H -1.720 0.242 1.864  N4 0.983
12 H -0.536 -0.799 1.807  N4 1.043

Atomic partial charges in e from the Löwdin method, atoms 1 to 2: N -0.050; C -0.284